ORCA calculation (wB97M-V/def2-TZVPD) on an isolated molecule of C3H3N3S2 in a non-equilibrium geometry.

```
11
Properties=species:S:1:pos:R:3:forces:R:3
H 1.197 -1.912 1.547 -1.5 1.4 -0.1
N 0.433 -1.184 1.347 3.5 0.3 -2.3
C 0.906 -0.360 0.441 1.6 -1.5 2.1
C 2.445 -0.095 -0.238 7.4 2.5 -7.6
N 3.436 0.277 -1.116 -10.0 -3.8 9.1
N 0.234 0.617 -0.137 -0.7 7.0 -4.3
S -1.286 1.598 0.169 0.4 -3.4 0.0
C -2.540 0.251 -0.244 0.5 0.5 -0.3
S -2.008 -1.197 -0.765 -1.2 1.3 0.5
H 0.817 1.383 -0.863 -1.9 -3.6 3.0
H -3.635 0.623 -0.141 2.0 -0.7 -0.1
```
Positions in Å, forces in eV/Å.

As for the LUMO energy: -0.807 eV. As for the SMILES: [H]/N=C(\C#N)NSC=S. The calculation puts the gap between HOMO and LUMO at 8.41 eV.